# 1
Here is a structure of composition C51H36FeO2P2S5 in a non-equilibrium geometry from the Open Molecules 2025 dataset. Energies are from ωB97M-V with the def2-TZVPD basis set.

## Properties
**⟨S²⟩**: 1.09
**E**: -164704.155 eV
**Total charge**: +1
**Lowest unoccupied orbital energy (spin up / spin down)**: -2.6 / -4.2 eV
**2S+1**: 2
**Maximum force**: 0.0236 Eh/bohr
**HOMO energy (spin up / spin down)**: -9.846 / -10.668 eV

Last column: Mulliken spin population.
Atoms and positions in Å:
Fe: 1.53089 -0.62227 -0.39280  0.166
O: 0.13855 -1.68302 -3.04076  0.003
S: 0.01479 -0.53717 -2.10379  0.004
C: 0.23866 0.94058 -3.03220  -0.013
C: 0.28706 0.75276 -4.39013  0.003
C: 0.24745 1.84294 -5.29663  -0.002
C: 0.08570 3.09669 -4.78658  0.004
C: -0.07329 4.44394 -5.46544  -0.002
C: -0.24987 5.46132 -4.29876  -0.001
C: -0.13301 4.62717 -3.03795  0.004
C: -0.18355 4.96562 -1.71540  0.004
C: 0.03055 3.95047 -0.75567  -0.008
C: 0.24310 2.62522 -1.07886  0.023
P: 0.89702 1.54690 0.23597  -0.066
C: 2.48310 2.37203 0.63778  0.012
C: 3.18408 3.08262 -0.33287  0.008
C: 4.43889 3.61093 -0.04986  -0.005
C: 4.99468 3.45054 1.21008  0.000
C: 4.30243 2.74483 2.18536  -0.006
C: 3.06138 2.19801 1.89614  0.020
C: -0.23933 1.89420 1.61566  0.005
C: -1.52048 1.35580 1.49399  -0.003
C: -2.50663 1.65520 2.41986  -0.005
C: -2.21597 2.48407 3.49595  0.001
C: -0.94380 3.02281 3.62762  -0.002
C: 0.03996 2.74088 2.68451  0.000
C: 0.19495 2.24473 -2.44988  0.009
C: 0.05367 3.27754 -3.38471  0.002
C: -1.70138 -0.44548 -1.64636  0.011
C: -2.53185 0.26981 -2.48146  0.004
C: -3.93824 0.15075 -2.45280  0.000
C: -4.48628 -0.76014 -1.60132  -0.004
C: -5.92321 -1.19261 -1.40102  0.000
C: -5.85957 -2.27592 -0.28740  0.000
C: -4.38714 -2.39540 0.04729  -0.006
C: -3.72966 -3.21659 0.91615  0.007
C: -2.33456 -3.05609 1.04525  -0.005
C: -1.59316 -2.13388 0.33121  0.030
P: 0.14259 -1.94979 0.83019  -0.023
C: 0.75927 -3.67580 0.74059  0.003
C: 0.60406 -4.35815 -0.46911  0.015
C: 1.04948 -5.66338 -0.59812  -0.001
C: 1.66900 -6.30104 0.47374  0.002
C: 1.84257 -5.62562 1.66917  -0.006
C: 1.38570 -4.31430 1.80398  -0.002
C: 0.06263 -1.54511 2.62234  -0.031
C: -1.13328 -1.34077 3.30580  -0.006
C: -1.13785 -0.99081 4.65211  0.002
C: 0.05479 -0.84452 5.34113  -0.003
C: 1.25671 -1.04446 4.67499  0.007
C: 1.25838 -1.38051 3.32853  0.010
C: -2.24734 -1.34778 -0.66540  -0.020
C: -3.64411 -1.48802 -0.73187  0.006
H: 0.32055 -0.26478 -4.76112  0.000
H: 0.29861 1.65614 -6.36307  0.000
H: 0.79913 4.67540 -6.07689  0.000
H: -0.93301 4.44194 -6.13530  0.000
H: 0.50597 6.24609 -4.32082  0.000
H: -1.21900 5.95870 -4.34371  0.000
H: -0.34270 5.98698 -1.39007  0.000
H: 0.07175 4.24545 0.28746  0.000
H: 2.75837 3.22950 -1.31860  -0.004
H: 4.97952 4.15087 -0.81692  0.000
H: 5.96718 3.87210 1.43336  0.000
H: 4.73353 2.60974 3.17022  0.000
H: 2.54755 1.61828 2.65650  -0.005
H: -1.76352 0.71246 0.65422  0.003
H: -3.50073 1.23800 2.30373  0.000
H: -2.98131 2.71358 4.22786  0.000
H: -0.71461 3.67869 4.45885  0.000
H: 1.01446 3.19876 2.78485  0.000
H: -2.10099 0.93416 -3.21853  -0.001
H: -4.53880 0.74095 -3.13489  0.000
H: -6.55300 -0.34881 -1.11883  0.000
H: -6.33167 -1.59228 -2.32928  0.000
H: -6.43243 -1.98580 0.59352  0.000
H: -6.26311 -3.23075 -0.62341  0.000
H: -4.24742 -3.95580 1.51582  0.001
H: -1.81815 -3.68185 1.76518  0.000
H: 0.13652 -3.87119 -1.31945  0.004
H: 0.92179 -6.18316 -1.54006  0.000
H: 2.01895 -7.32166 0.37128  0.000
H: 2.32569 -6.11462 2.50668  0.000
H: 1.51057 -3.80832 2.75181  0.004
H: -2.08013 -1.43253 2.79140  -0.001
H: -2.08171 -0.82454 5.15847  0.000
H: 0.05059 -0.57560 6.39069  0.000
H: 2.19864 -0.93966 5.20157  0.000
H: 2.20432 -1.51463 2.83127  -0.020
O: 6.00143 -5.40256 0.57773  0.052
C: 5.33096 -4.45372 0.31114  0.014
S: 5.08971 -3.07845 1.43288  0.039
C: 4.01872 -2.19854 0.41283  0.180
C: 3.69679 -2.76561 -0.83754  0.138
S: 2.67695 -2.02513 -1.93033  0.207
S: 4.42962 -4.27849 -1.21842  0.032
S: 3.45587 -0.67902 0.86967  0.210



# 2
Here is a structure of composition C51H37F6HfN4O5P2S2 from the Open Molecules 2025 dataset. Energies are from ωB97M-V with the def2-TZVPD basis set.

## Properties
**E**: -127556.007 eV
**Total charge**: -1
**Lowest unoccupied orbital energy**: 1.6 eV
**Energy above the lowest of the compared OMol25 structures with the same formula, charge and spin**: 17.50 kcal per mole
**Maximum force**: 0.0151 Eh/bohr
**HOMO energy**: -5.180 eV

Last column: Löwdin charge in e.
Atoms and positions in Å:
Hf: -0.31613 -2.09719 1.33921  1.376
O: 1.45084 1.12835 3.25480  0.114
C: 0.61272 0.38488 2.81003  -0.606
O: 0.63958 -0.25614 1.66863  -0.281
C: -0.64744 0.08030 3.58905  -0.208
C: -0.99344 0.64034 4.80349  0.028
C: -2.11587 0.13516 5.44878  -0.022
C: -2.78875 -0.96246 4.92391  0.027
C: -2.33204 -1.48791 3.72916  -0.160
N: -1.34885 -0.90833 3.05633  0.042
C: -2.69265 -2.85077 3.17660  -0.554
O: -3.65239 -3.46158 3.58354  0.102
O: -1.81247 -3.25093 2.30028  -0.193
H: -0.37213 1.41773 5.22429  0.125
H: -2.43267 0.55785 6.39400  0.110
H: -3.60781 -1.44760 5.43514  0.123
C: 1.06855 1.50328 -2.39790  -0.304
N: -0.16440 2.17964 -2.01063  -0.165
C: -1.34751 1.36597 -2.15008  -0.307
P: -2.03919 0.42871 -0.65341  1.111
C: -2.70098 1.87139 0.26704  -0.378
C: -1.84273 2.38493 1.23680  -0.101
C: -2.16265 3.53672 1.94329  -0.067
C: -3.36095 4.18580 1.69308  -0.086
C: -4.22445 3.68847 0.72288  -0.085
C: -3.89405 2.54667 0.01131  -0.115
C: -3.53778 -0.22455 -1.49210  -0.378
C: -3.50924 -0.68118 -2.80740  -0.109
C: -4.64832 -1.20124 -3.41197  -0.088
C: -5.83551 -1.28670 -2.70600  -0.091
C: -5.87095 -0.86874 -1.38149  -0.079
C: -4.73583 -0.35003 -0.78541  -0.131
C: -0.25636 3.57480 -1.94949  -0.213
C: -1.49466 4.21507 -1.78558  -0.036
C: -1.59225 5.59474 -1.71835  -0.093
C: -0.47009 6.40222 -1.80523  -0.117
C: 0.76080 5.78336 -1.95459  -0.097
C: 0.87653 4.40494 -2.02443  -0.040
P: 1.63677 0.16916 -1.21471  1.087
C: 2.80262 -0.61291 -2.39088  -0.387
C: 2.37221 -1.80835 -2.96609  -0.129
C: 3.15053 -2.46690 -3.90625  -0.085
C: 4.38333 -1.94502 -4.27287  -0.096
C: 4.82128 -0.75316 -3.71178  -0.086
C: 4.03200 -0.08912 -2.78304  -0.093
C: 2.71791 1.16435 -0.12730  -0.364
C: 2.22470 2.35484 0.40373  -0.114
C: 2.97981 3.10437 1.29152  -0.087
C: 4.22876 2.65750 1.69576  -0.085
C: 4.70878 1.44778 1.21553  -0.066
C: 3.95671 0.70869 0.31410  -0.093
H: 1.87295 2.21571 -2.53153  0.071
H: 0.91414 1.00971 -3.36616  0.094
H: -1.12651 0.60200 -2.89959  0.071
H: -2.18080 1.95215 -2.53883  0.090
H: -0.89074 1.89640 1.41275  0.078
H: -1.47152 3.92048 2.68323  0.108
H: -3.62240 5.07948 2.24568  0.100
H: -5.15471 4.20111 0.51073  0.102
H: -4.56791 2.18814 -0.75793  0.104
H: -2.59227 -0.65933 -3.38115  0.094
H: -4.59501 -1.54910 -4.43608  0.104
H: -6.72366 -1.68913 -3.17612  0.100
H: -6.78224 -0.96118 -0.80436  0.106
H: -4.77906 -0.05316 0.25592  0.110
H: -2.39961 3.64312 -1.67639  0.073
H: -2.57354 6.03464 -1.58355  0.101
H: -0.55006 7.47938 -1.74730  0.092
H: 1.66516 6.37756 -2.00868  0.101
H: 1.86738 3.99083 -2.10619  0.090
H: 1.42887 -2.23756 -2.64613  0.075
H: 2.80371 -3.40002 -4.33242  0.101
H: 5.00478 -2.46836 -4.98881  0.097
H: 5.78183 -0.33919 -3.99196  0.100
H: 4.37973 0.84672 -2.36149  0.105
H: 1.22841 2.69433 0.14688  0.088
H: 2.57482 4.02742 1.68816  0.104
H: 4.81462 3.23377 2.40053  0.100
H: 5.66796 1.06908 1.54821  0.102
H: 4.33852 -0.24160 -0.03326  0.085
S: 1.14847 -2.74027 3.42887  0.639
C: 2.75214 -2.43890 2.79082  -0.661
C: 3.75838 -1.96771 3.63273  -0.053
C: 5.05812 -1.79612 3.17973  -0.198
C: 6.05443 -1.26452 4.07364  -0.186
N: 6.84993 -0.83684 4.78575  0.150
C: 5.37557 -2.11940 1.85486  -0.214
C: 4.37448 -2.55681 1.00030  -0.084
C: 3.05579 -2.67634 1.43438  -0.657
S: 1.80486 -3.10777 0.29738  0.636
C: 6.71799 -1.98444 1.35031  -0.188
N: 7.78453 -1.86476 0.93644  0.153
H: 3.51543 -1.71944 4.65691  0.116
H: 4.61313 -2.77943 -0.03243  0.118
C: -1.80081 -3.96899 -2.39251  0.015
C: -1.76407 -3.87039 -0.86552  -0.397
O: -1.08021 -2.73543 -0.48235  -0.343
C: -3.26717 -3.83433 -0.32569  -0.519
F: -3.58846 -4.82071 0.51243  0.164
F: -4.14816 -3.91189 -1.35138  0.121
F: -3.54395 -2.67799 0.28928  0.129
C: -1.00742 -5.15411 -0.37324  -0.563
F: 0.05089 -5.37591 -1.18926  0.106
F: -0.50773 -5.04288 0.86008  0.106
F: -1.76117 -6.26804 -0.43472  0.149
H: -2.42618 -3.18085 -2.80019  0.071
H: -2.19038 -4.93079 -2.72725  0.102
H: -0.78516 -3.84558 -2.75874  0.089